[1]
# C18H27N3O5S2

An isolated molecule of C18H27N3O5S2 in a non-equilibrium geometry (ωB97M-V with the def2-TZVPD basis set, the OMol25 dataset).

Geometry as XYZ:
```
55
Properties=species:S:1:pos:R:3
H -4.806 -1.446 1.837
O 4.835 1.448 1.232
H 7.637 -0.145 0.000
H -2.667 3.726 -0.022
C 6.014 -0.843 -1.230
C -6.412 -2.259 0.635
C -4.436 1.064 -1.668
H 4.550 -2.149 1.150
O -4.969 -0.312 0.209
C -2.275 3.194 0.849
C -2.915 1.171 -1.499
O 4.675 1.666 -1.223
H 0.170 -0.059 2.269
S 4.400 0.920 -0.030
C 2.644 0.567 0.058
N -2.434 0.939 -0.160
H -6.433 -3.180 1.209
H 5.276 -0.659 1.795
H -2.549 3.751 1.749
C -5.041 -1.602 0.781
H -4.669 1.198 -2.725
O -2.068 -0.882 1.563
H -3.961 1.837 0.955
H -7.187 -1.593 1.006
O -2.027 -1.458 -0.841
H 6.634 -2.988 0.432
H 2.481 0.500 -2.058
C 6.701 -1.947 0.748
C 0.691 0.072 1.334
H 5.774 -1.720 -1.841
C -0.840 3.148 0.746
H 6.074 0.038 -1.866
S -1.748 -0.524 0.213
C 0.619 0.019 -1.077
C 2.031 0.422 1.287
H -4.941 1.849 -1.103
H -5.995 -0.428 -1.584
H -4.335 -1.095 -1.593
H 2.604 0.601 2.182
H -2.441 0.406 -2.114
H -2.571 2.154 -1.842
C 1.958 0.367 -1.125
C 7.263 -1.093 -0.388
H 7.303 -1.894 1.653
H -4.262 -2.242 0.347
C -4.971 -0.289 -1.203
H 8.054 -1.592 -0.943
H -2.536 1.275 1.837
C 0.002 -0.126 0.153
C -2.868 1.775 0.926
H -6.622 -2.495 -0.406
H 0.050 -0.157 -1.976
N 4.949 -0.652 -0.258
C 5.293 -1.368 0.965
N 0.298 3.092 0.653
```

- HOMO-LUMO gap: 0.354 hartree
- ΔE to the lowest compared entry with this formula, charge and spin: 2.760 eV
- SMILES: CCOCCCN(CCC#N)S(=O)(=O)c1ccc(S(=O)(=O)N2CCCC2)cc1

***

[2]
# C7H10N2

A cluster of 2 separate species, C7H10N2 in total in a non-equilibrium geometry (ωB97M-V with the def2-TZVPD basis set, the OMol25 dataset).

Geometry as XYZ:
```
19
Properties=species:S:1:pos:R:3
C 1.466 0.618 -0.966
C -1.330 1.669 0.661
N 1.535 1.024 0.142
H -0.548 -2.371 0.482
C -0.599 -0.559 1.622
H 3.109 0.384 -2.261
H 1.620 -0.536 -2.685
H 1.680 1.201 -2.959
H -0.812 2.376 0.019
C -0.600 -2.044 1.521
N -0.930 -0.845 -1.729
H -2.370 1.614 0.341
C 2.019 0.407 -2.293
H 0.231 -2.470 2.089
C -0.596 -0.220 -0.802
H -0.374 -0.143 2.596
H -1.527 -2.452 1.945
C -0.678 0.311 0.585
H -1.296 2.037 1.691
```

- HOMO-LUMO gap: 0.347 hartree
- ΔE to the lowest compared entry with this formula, charge and spin: 2.949 eV
- SMILES: C/C=C(/C)C#N.CC#N

***

[3]
# C11H16Cl3NOPtSe

A structure of composition C11H16Cl3NOPtSe in a non-equilibrium geometry (ωB97M-V with the def2-TZVPD basis set, the OMol25 dataset).

Geometry as XYZ:
```
34
Properties=species:S:1:pos:R:3
H 3.101 -0.386 -2.176
H -2.934 -0.548 -1.245
H -1.367 2.725 -0.386
Cl -3.141 0.297 1.646
C 2.875 -0.381 -1.096
C -0.113 0.106 4.777
H -2.110 -1.380 -2.620
H 3.406 0.466 -0.640
C 0.769 0.941 -0.454
H 1.248 2.944 -1.057
H 0.824 2.679 0.687
H -2.286 -2.173 -1.022
O -0.664 2.277 1.955
Cl -1.351 -2.675 1.387
C 1.408 -0.225 -0.885
C -0.840 -0.659 -1.050
Pt -0.720 0.244 1.609
H 0.622 -2.668 -2.758
H -1.731 1.882 -1.933
H -2.657 1.518 -0.442
C -1.669 1.784 -0.837
C -0.717 0.705 -0.452
C -2.111 -1.221 -1.524
Se 0.311 0.050 6.489
C 1.370 2.256 -0.192
C 0.699 -2.601 -1.665
H -0.214 2.404 2.804
H 3.256 -1.323 -0.670
H 1.713 -2.902 -1.372
N -0.439 0.137 3.635
Cl 0.610 -1.899 1.893
C 0.420 -1.218 -1.202
H 2.444 2.159 0.018
H -0.013 -3.312 -1.222
```

- HOMO-LUMO gap (spin up / spin down): 0.168 / 0.200 hartree
- 2S+1: 5
- <S²>: 6.03
- Total charge: -2

***

[4]
# C3H11N3

A cluster of 2 separate species, C3H11N3 in total in a non-equilibrium geometry (ωB97M-V with the def2-TZVPD basis set, the OMol25 dataset).

Geometry as XYZ:
```
17
Properties=species:S:1:pos:R:3
C -0.050 1.583 2.359
H -0.286 1.880 1.350
C -0.507 -0.959 -0.853
N 0.882 0.465 2.246
H 0.243 2.390 3.048
H -0.487 -2.043 -1.066
N 0.696 -0.724 -2.920
C 0.153 -0.162 -1.757
H -0.994 1.194 2.711
H -2.034 -1.184 0.557
H 0.154 0.941 -1.765
H -0.616 -0.530 1.139
H 1.505 -0.123 -3.187
H 1.611 0.608 1.564
H 0.041 -0.640 -3.689
N -1.291 -0.520 0.345
H 1.282 0.183 3.152
```

- HOMO-LUMO gap: 0.345 hartree
- ΔE to the lowest compared entry with this formula, charge and spin: 1.845 eV
- SMILES: N/C=C/N.CN

***

Copy entry 3 word for word.
# C11H16Cl3NOPtSe

A structure of composition C11H16Cl3NOPtSe in a non-equilibrium geometry (ωB97M-V with the def2-TZVPD basis set, the OMol25 dataset).

Geometry as XYZ:
```
34
Properties=species:S:1:pos:R:3
H 3.101 -0.386 -2.176
H -2.934 -0.548 -1.245
H -1.367 2.725 -0.386
Cl -3.141 0.297 1.646
C 2.875 -0.381 -1.096
C -0.113 0.106 4.777
H -2.110 -1.380 -2.620
H 3.406 0.466 -0.640
C 0.769 0.941 -0.454
H 1.248 2.944 -1.057
H 0.824 2.679 0.687
H -2.286 -2.173 -1.022
O -0.664 2.277 1.955
Cl -1.351 -2.675 1.387
C 1.408 -0.225 -0.885
C -0.840 -0.659 -1.050
Pt -0.720 0.244 1.609
H 0.622 -2.668 -2.758
H -1.731 1.882 -1.933
H -2.657 1.518 -0.442
C -1.669 1.784 -0.837
C -0.717 0.705 -0.452
C -2.111 -1.221 -1.524
Se 0.311 0.050 6.489
C 1.370 2.256 -0.192
C 0.699 -2.601 -1.665
H -0.214 2.404 2.804
H 3.256 -1.323 -0.670
H 1.713 -2.902 -1.372
N -0.439 0.137 3.635
Cl 0.610 -1.899 1.893
C 0.420 -1.218 -1.202
H 2.444 2.159 0.018
H -0.013 -3.312 -1.222
```

- HOMO-LUMO gap (spin up / spin down): 0.168 / 0.200 hartree
- 2S+1: 5
- <S²>: 6.03
- Total charge: -2